41
Properties=species:S:1:pos:R:3 method="wB97M-V/def2-TZVPD" e_lumo_ev="-7.67 / -8.28" largest_force_ev_per_a=3.8 total_charge=+2 total_energy_ev=-133224.635 multiplicity=2 relative_energy_kj_mol=79.9
Ir -1.335 -0.597 -0.841
C -2.633 0.844 3.169
C -2.142 0.676 1.771
N -2.034 -0.471 1.204
N -2.278 -1.617 1.902
C -2.295 -2.790 1.251
N -2.489 -3.897 1.938
S -2.105 -2.861 -0.436
C -1.765 1.811 0.918
C -1.641 3.107 1.373
C -1.271 4.112 0.484
C -1.040 3.787 -0.838
C -1.154 2.457 -1.220
N -1.508 1.500 -0.361
H -3.473 0.175 3.365
H -2.982 1.856 3.346
H -1.840 0.629 3.891
H -2.419 -1.572 2.902
H -2.579 -3.914 2.943
H -2.537 -4.780 1.452
H -1.817 3.339 2.413
H -1.173 5.134 0.823
H -0.780 4.540 -1.568
H -0.979 2.157 -2.244
O 1.491 -0.822 -1.854
B 0.689 -0.799 -0.725
O 1.431 -0.752 0.424
C 2.761 -0.722 0.009
C 3.902 -0.658 0.771
C 5.108 -0.622 0.076
C 5.147 -0.656 -1.313
C 3.983 -0.732 -2.071
C 2.800 -0.762 -1.372
H 3.857 -0.639 1.851
H 6.036 -0.567 0.628
H 6.105 -0.629 -1.812
H 4.005 -0.766 -3.152
Cl -1.454 -0.530 -3.238
Ge 0.346 -1.314 -4.497
Cl 0.634 0.298 -5.860
Cl -0.573 -2.954 -5.502

=====

44
Properties=species:S:1:pos:R:3 method="wB97M-V/def2-TZVPD" e_lumo_ev="0.62 / 0.62" largest_force_ev_per_a=0.5 total_charge=0 total_energy_ev=-28791.001 multiplicity=2
C -2.514 1.537 -2.350
C -1.132 0.896 -2.221
C 0.006 1.918 -2.107
C 0.510 2.239 -0.693
C 0.757 1.058 0.276
P 1.894 1.745 1.522
O 2.099 0.968 2.760
C -0.542 0.724 1.063
C -0.821 -0.744 1.483
C -1.193 -0.732 2.965
C -2.031 -1.345 0.721
N 0.376 -1.608 1.318
O 1.013 -1.900 2.381
C 1.174 -1.565 0.065
C 0.479 -2.317 -1.080
C 2.492 -2.294 0.334
C 1.491 -0.117 -0.401
H -2.786 2.103 -1.460
H -2.551 2.181 -3.226
H -3.269 0.761 -2.484
H -0.965 0.281 -3.108
H -1.142 0.209 -1.381
H 0.848 1.613 -2.726
H -0.346 2.857 -2.537
H -0.178 2.932 -0.205
H 1.445 2.801 -0.809
H 3.073 2.011 0.794
H 1.362 3.031 1.763
H -1.382 1.105 0.484
H -0.530 1.320 1.977
H -0.454 -0.195 3.552
H -1.304 -1.744 3.340
H -2.152 -0.220 3.059
H -1.747 -2.080 -0.015
H -2.679 -1.861 1.429
H -2.632 -0.569 0.251
H 1.167 -2.346 -1.923
H 0.262 -3.343 -0.788
H -0.430 -1.842 -1.424
H 3.030 -2.377 -0.610
H 3.104 -1.746 1.043
H 2.302 -3.293 0.717
H 2.566 0.029 -0.274
H 1.331 -0.079 -1.478

=====

17
Properties=species:S:1:pos:R:3 method="wB97M-V/def2-TZVPD" e_lumo_ev="-3.42 / -8.93" largest_force_ev_per_a=4.5 total_charge=+1 total_energy_ev=-19229.454 multiplicity=2 relative_energy_kj_mol=204.9
O 3.102 0.641 -1.804
C 2.030 0.970 -1.245
C 0.865 0.096 -1.219
C 0.814 -0.882 0.040
C -0.450 -1.834 -0.177
S -1.793 -0.818 0.104
H 1.898 1.789 -0.497
H 0.783 -0.294 -2.306
H -0.016 0.835 -1.203
H 1.829 -1.440 0.225
H 0.619 -0.137 0.779
H -0.562 -2.532 0.679
H -0.368 -2.338 -1.127
H -1.268 0.307 0.481
H -2.719 1.253 2.852
H -2.627 2.620 2.213
O -2.138 1.763 2.206

=====

90
Properties=species:S:1:pos:R:3 method="wB97M-V/def2-TZVPD" e_lumo_ev=2.05 largest_force_ev_per_a=0.3 total_charge=-1 total_energy_ev=-96866.739 relative_energy_kj_mol=445.9
Bi -1.257 0.701 -1.694
O -1.943 -1.297 -5.605
C -1.699 -0.965 -4.445
N -1.363 0.244 -3.964
C -1.153 1.368 -4.800
C -1.187 1.330 -6.197
C -0.938 2.466 -6.950
C -0.645 3.664 -6.322
C -0.603 3.723 -4.939
C -0.853 2.593 -4.161
N -0.707 2.609 -2.758
C -0.742 3.769 -2.045
O -1.252 4.831 -2.375
C -0.050 3.703 -0.700
C -0.684 4.216 0.427
C 0.003 4.208 1.625
C 1.305 3.727 1.643
C 1.853 3.252 0.462
N 1.191 3.223 -0.691
C -1.791 -2.076 -3.405
C -2.130 -3.358 -3.818
C -2.211 -4.361 -2.868
C -1.960 -4.061 -1.535
C -1.637 -2.758 -1.205
N -1.548 -1.801 -2.128
H -1.415 0.398 -6.682
H -0.976 2.405 -8.031
H -0.448 4.558 -6.900
H -0.383 4.656 -4.447
H -1.698 4.582 0.348
H -0.472 4.558 2.533
H 1.884 3.708 2.558
H 2.863 2.855 0.440
H -2.318 -3.524 -4.868
H -2.467 -5.371 -3.162
H -2.015 -4.813 -0.761
H -1.439 -2.468 -0.178
O 2.491 -0.904 -3.761
C 3.364 -0.873 -2.740
C 4.674 -1.269 -3.029
C 5.648 -1.262 -2.052
C 5.338 -0.851 -0.758
C 4.043 -0.466 -0.470
C 3.032 -0.482 -1.431
C 1.651 -0.079 -1.054
O 0.786 0.026 -2.042
N 1.369 0.138 0.188
N 0.051 0.562 0.345
C -0.294 0.823 1.581
C -1.539 1.287 1.985
C -1.793 1.539 3.335
C -2.918 1.923 4.016
C -4.272 2.102 3.548
C -4.891 1.716 2.296
N -2.474 1.569 0.929
H 1.630 -0.573 -3.421
H 4.894 -1.572 -4.044
H 6.656 -1.569 -2.301
H 6.101 -0.823 0.009
H 3.780 -0.115 0.517
H 0.464 0.679 2.351
H -0.918 1.387 3.962
H -2.805 2.111 5.075
H -5.008 2.303 4.318
H -6.386 1.381 1.190
O -6.149 1.249 2.122
Cl -3.795 0.817 1.047
O -4.613 3.024 2.311
O -3.738 -0.547 1.485
O -4.551 1.015 -0.168
C 2.870 -0.927 3.489
C 2.703 -2.220 2.705
N 1.328 -2.466 2.293
C 0.248 -2.757 3.054
S -1.293 -2.413 2.470
N 0.352 -3.364 4.260
C 1.480 -3.800 5.070
C 0.988 -4.093 6.477
H 3.918 -0.776 3.758
H 2.273 -0.922 4.403
H 2.546 -0.083 2.877
H 3.095 -3.083 3.241
H 3.276 -2.156 1.781
H 1.059 -1.942 1.465
H -0.560 -3.514 4.662
H 2.252 -3.037 5.113
H 1.930 -4.702 4.642
H 0.573 -3.194 6.934
H 1.809 -4.450 7.099
H 0.214 -4.863 6.467